Entry 1:
Formula: H22O11
Source: the Open Molecules 2025 dataset
Level of theory: the ωB97M-V functional and the def2-TZVPD basis

Cartesian coordinates (Å):
1 O -0.692 -2.575 0.698
2 H -1.070 -2.710 1.578
3 H -0.039 -3.278 0.602
4 O -1.432 -0.734 -3.045
5 H -1.678 0.056 -3.536
6 H -1.211 -0.416 -2.160
7 O -1.519 2.008 1.144
8 H -0.685 2.280 1.578
9 H -1.915 2.829 0.830
10 O -2.206 -3.938 -1.517
11 H -1.687 -3.237 -1.094
12 H -1.639 -4.715 -1.494
13 O 2.526 -2.318 0.826
14 H 2.210 -2.945 0.167
15 H 1.814 -2.268 1.475
16 O 1.130 3.750 -0.863
17 H 0.987 3.376 0.035
18 H 0.476 3.320 -1.421
19 O 0.122 -0.070 -0.420
20 H -0.365 0.572 0.119
21 H -0.162 -0.937 -0.083
22 O 1.050 2.770 1.685
23 H 2.018 2.767 1.670
24 H 0.807 3.523 2.245
25 O -3.507 -0.040 1.815
26 H -4.364 0.374 1.674
27 H -2.861 0.594 1.465
28 O 2.218 -0.185 -2.295
29 H 1.474 -0.543 -1.787
30 H 1.980 0.733 -2.452
31 O 2.906 0.894 0.591
32 H 2.962 0.939 1.551
33 H 2.350 0.122 0.418

Values from the calculation:
SMILES string ... O.O.O.O.O.O.O.O.O.O.O
Net charge ... 0
Molar mass ... 198.17 g mol⁻¹
Relative energy (zero: lowest compared OMol25 entry of this formula, charge and spin) ... 42.5 kcal per mole
Orbital gap ... 0.369 Eh

***

Entry 2:
Formula: H22O11
Source: the Open Molecules 2025 dataset
Level of theory: the ωB97M-V functional and the def2-TZVPD basis

Cartesian coordinates (Å):
1 O -16.694 4.880 15.168
2 H -16.491 3.923 15.216
3 H -16.390 5.106 14.306
4 O -15.900 2.448 15.707
5 H -16.388 1.727 15.301
6 H -16.199 2.383 16.621
7 O -12.232 -1.230 15.227
8 H -12.241 -1.884 15.924
9 H -11.746 -1.585 14.506
10 O -16.210 2.488 18.494
11 H -15.394 2.348 18.983
12 H -17.022 2.106 18.891
13 O -13.387 1.980 16.426
14 H -13.096 1.411 15.755
15 H -14.311 2.171 16.277
16 O -14.684 -0.364 15.059
17 H -13.801 -0.727 15.159
18 H -15.131 -0.430 15.910
19 O -10.339 0.751 15.767
20 H -10.983 0.325 15.221
21 H -10.704 0.374 16.585
22 O -11.411 4.058 16.628
23 H -12.294 3.613 16.520
24 H -10.946 3.958 15.786
25 O -14.037 -0.127 18.020
26 H -14.022 0.729 17.567
27 H -13.167 -0.298 18.419
28 O -14.210 5.393 16.414
29 H -13.429 5.638 15.995
30 H -14.724 5.045 15.701
31 O -12.433 1.296 13.732
32 H -13.142 1.944 13.706
33 H -11.668 1.880 13.844

Values from the calculation:
SMILES string ... O.O.O.O.O.O.O.O.O.O.O
Net charge ... 0
Molar mass ... 198.17 g mol⁻¹
Relative energy (zero: lowest compared OMol25 entry of this formula, charge and spin) ... 41.6 kcal per mole
Orbital gap ... 0.377 Eh

***

Entry 3:
Formula: H22O11
Source: the Open Molecules 2025 dataset
Level of theory: the ωB97M-V functional and the def2-TZVPD basis

Cartesian coordinates (Å):
1 O -0.404 -0.838 3.299
2 H 0.252 -0.864 2.664
3 H -0.098 -0.220 3.965
4 O 0.230 0.736 -0.532
5 H 0.725 0.129 0.014
6 H 0.167 1.480 0.016
7 O 2.027 -0.812 1.368
8 H 2.197 -1.495 0.743
9 H 2.773 -1.022 1.890
10 O 2.058 -0.665 -2.974
11 H 1.230 -1.044 -2.696
12 H 1.812 -0.118 -3.733
13 O -1.433 2.604 1.128
14 H -1.747 1.712 1.264
15 H -0.728 2.749 1.719
16 O -2.535 0.411 -0.957
17 H -2.572 0.054 -1.857
18 H -1.580 0.562 -0.856
19 O -1.538 -1.742 0.440
20 H -2.279 -2.250 0.785
21 H -1.977 -1.052 0.008
22 O 2.657 -2.192 -0.920
23 H 2.539 -1.487 -1.576
24 H 1.933 -2.697 -1.178
25 O 0.877 1.825 2.256
26 H 1.377 1.032 2.073
27 H 0.861 1.958 3.187
28 O 0.189 -2.113 -1.865
29 H -0.255 -2.196 -1.026
30 H -0.020 -2.810 -2.449
31 O -2.107 3.713 -1.581
32 H -1.769 3.443 -0.752
33 H -2.869 3.215 -1.852

Values from the calculation:
SMILES string ... O.O.O.O.O.O.O.O.O.O.O
Net charge ... 0
Molar mass ... 198.17 g mol⁻¹
Relative energy (zero: lowest compared OMol25 entry of this formula, charge and spin) ... 31.8 kcal per mole
Orbital gap ... 0.391 Eh

***

Entry 4:
Formula: H22O11
Source: the Open Molecules 2025 dataset
Level of theory: the ωB97M-V functional and the def2-TZVPD basis

Cartesian coordinates (Å):
1 O -0.524 -0.468 0.195
2 H -0.529 -0.170 -0.724
3 H -0.004 0.200 0.658
4 O 1.429 0.888 -3.148
5 H 1.178 1.801 -2.971
6 H 0.611 0.379 -3.081
7 O -3.384 -0.725 1.253
8 H -3.006 -1.428 1.789
9 H -2.723 -0.566 0.567
10 O 1.248 0.442 2.662
11 H 0.359 0.215 2.972
12 H 1.804 -0.291 2.944
13 O -1.742 2.837 2.635
14 H -1.082 2.606 1.968
15 H -1.362 3.591 3.095
16 O -1.952 0.431 -2.337
17 H -2.897 0.305 -2.178
18 H -1.840 1.388 -2.390
19 O -0.849 -1.879 -3.531
20 H -1.506 -1.231 -3.233
21 H -0.518 -2.290 -2.725
22 O 0.805 2.410 0.844
23 H 0.995 1.558 1.275
24 H 1.505 2.989 1.159
25 O -0.220 -3.281 0.304
26 H -0.623 -2.401 0.360
27 H -0.926 -3.848 -0.026
28 O 2.232 -1.733 0.155
29 H 1.287 -1.723 -0.050
30 H 2.270 -1.929 1.096
31 O 3.386 0.790 0.518
32 H 3.603 1.193 -0.329
33 H 2.976 -0.061 0.272

Values from the calculation:
SMILES string ... O.O.O.O.O.O.O.O.O.O.O
Net charge ... 0
Molar mass ... 198.17 g mol⁻¹
Relative energy (zero: lowest compared OMol25 entry of this formula, charge and spin) ... 33.6 kcal per mole
Orbital gap ... 0.388 Eh

***

Entry 5:
Formula: H22O11
Source: the Open Molecules 2025 dataset
Level of theory: the ωB97M-V functional and the def2-TZVPD basis

Cartesian coordinates (Å):
1 O 1.838 -0.592 2.817
2 H 2.032 0.145 2.262
3 H 0.937 -0.776 2.915
4 O -0.713 -0.715 3.093
5 H -1.568 -0.653 2.707
6 H -0.891 -0.037 3.753
7 O 1.418 2.147 -2.378
8 H 0.643 2.483 -2.005
9 H 1.557 2.600 -3.221
10 O 1.950 -0.686 -2.093
11 H 2.063 0.192 -2.422
12 H 2.424 -0.907 -1.264
13 O -0.076 -2.424 -2.657
14 H 0.642 -1.831 -2.484
15 H -0.300 -2.413 -3.584
16 O -3.409 -0.755 2.328
17 H -3.076 -0.041 1.820
18 H -3.722 -0.386 3.192
19 O -1.156 0.344 -2.366
20 H -0.873 1.254 -2.630
21 H -2.114 0.282 -2.646
22 O 0.505 -2.568 0.321
23 H 0.219 -1.650 0.259
24 H 0.256 -2.761 1.220
25 O 0.377 0.141 0.031
26 H 0.177 0.390 -0.856
27 H -0.468 0.262 0.465
28 O 2.322 1.602 1.214
29 H 3.113 1.878 0.668
30 H 1.717 1.156 0.605
31 O -2.037 1.202 0.620
32 H -2.240 1.088 -0.277
33 H -1.536 2.018 0.594

Values from the calculation:
SMILES string ... O.O.O.O.O.O.O.O.O.O.O
Net charge ... 0
Molar mass ... 198.17 g mol⁻¹
Relative energy (zero: lowest compared OMol25 entry of this formula, charge and spin) ... 57.7 kcal per mole
Orbital gap ... 0.313 Eh

***

Entry 6:
Formula: H22O11
Source: the Open Molecules 2025 dataset
Level of theory: the ωB97M-V functional and the def2-TZVPD basis

Cartesian coordinates (Å):
1 O 4.103 -0.072 -3.157
2 H 4.390 -0.829 -3.666
3 H 3.150 -0.069 -3.248
4 O -3.982 0.011 0.617
5 H -4.009 -0.188 -0.319
6 H -4.755 0.555 0.768
7 O 1.203 0.586 1.218
8 H 0.343 0.965 1.401
9 H 1.029 -0.108 0.581
10 O -4.128 -2.552 4.283
11 H -3.679 -2.129 3.552
12 H -5.057 -2.387 4.122
13 O 2.582 4.655 -1.019
14 H 3.218 5.171 -1.515
15 H 2.502 3.837 -1.510
16 O -1.908 -5.490 1.727
17 H -1.776 -4.765 1.116
18 H -2.623 -5.199 2.293
19 O 1.707 -3.645 -1.386
20 H 2.397 -4.032 -0.848
21 H 1.994 -3.793 -2.287
22 O -0.524 1.625 -3.427
23 H -0.861 2.311 -2.851
24 H -0.614 1.985 -4.309
25 O 4.934 1.233 4.031
26 H 4.125 1.077 3.544
27 H 5.623 0.864 3.477
28 O -0.645 5.786 2.495
29 H -1.021 6.452 1.919
30 H -0.036 5.303 1.937
31 O -2.767 -2.690 -3.047
32 H -1.851 -2.481 -2.866
33 H -3.064 -1.988 -3.625

Values from the calculation:
SMILES string ... O.O.O.O.O.O.O.O.O.O.O
Net charge ... 0
Molar mass ... 198.17 g mol⁻¹
Relative energy (zero: lowest compared OMol25 entry of this formula, charge and spin) ... 62.0 kcal per mole
Orbital gap ... 0.402 Eh

***

Entry 7:
Formula: H22O11
Source: the Open Molecules 2025 dataset
Level of theory: the ωB97M-V functional and the def2-TZVPD basis

Cartesian coordinates (Å):
1 O 0.770 1.283 4.523
2 H -0.048 1.765 4.624
3 H 1.069 1.330 3.640
4 O 1.120 -1.805 -4.013
5 H 0.357 -1.438 -3.521
6 H 0.859 -1.592 -4.931
7 O -2.001 0.818 1.165
8 H -2.575 0.768 0.389
9 H -2.704 0.784 1.824
10 O -0.444 2.394 -1.574
11 H -1.146 1.922 -2.061
12 H 0.251 2.451 -2.256
13 O 3.765 -1.495 1.216
14 H 3.966 -2.422 0.983
15 H 4.405 -1.115 1.811
16 O -1.269 4.951 -1.702
17 H -0.794 4.197 -2.123
18 H -0.889 4.714 -0.819
19 O -1.360 -0.238 -3.084
20 H -2.089 -0.132 -3.712
21 H -1.058 -1.035 -3.601
22 O 0.236 -1.821 3.328
23 H 0.311 -1.721 4.315
24 H 1.107 -1.667 2.944
25 O -2.206 -2.724 1.608
26 H -2.037 -1.947 1.066
27 H -1.210 -2.854 1.633
28 O 1.145 -3.522 -1.924
29 H 0.283 -3.839 -2.169
30 H 1.571 -2.748 -2.416
31 O 0.526 2.332 1.852
32 H 0.399 2.463 0.891
33 H -0.310 1.944 2.097

Values from the calculation:
SMILES string ... O.O.O.O.O.O.O.O.O.O.O
Net charge ... 0
Molar mass ... 198.17 g mol⁻¹
Relative energy (zero: lowest compared OMol25 entry of this formula, charge and spin) ... 81.2 kcal per mole
Orbital gap ... 0.374 Eh

***

Q: What is the formula in the third record?
A: H22O11